# C28H32N5O3S4Sn

A molecular structure, C28H32N5O3S4Sn (ωB97M-V/def2-TZVPD, OMol25).

The charge is -1. As for the LUMO energy: 2.12 eV. The calculated total energy comes out at -3392.8469 Ha. The largest force on an atom is 0.28 eV Å⁻¹. Its energy above the lowest of the compared OMol25 structures with the same formula, charge and spin is 0.000 eV. The calculation puts the frontier orbital gap at 6.624 eV.

The geometry in XYZ format:
```
73
Properties=species:S:1:pos:R:3:mulliken_charge:R:1
Sn 0.37 -1.57 0.02 0.984
S 1.07 -3.58 1.85 1.131
S -2.25 -2.63 -5.18 -0.103
S 1.60 -1.66 2.39 -0.644
S -2.23 -1.38 -2.41 -0.394
O 1.69 -4.57 2.68 -0.697
O -0.40 -3.55 1.85 -0.560
O 1.53 -3.59 0.41 -0.672
N 0.70 -1.69 -2.94 0.761
N -0.11 -2.02 -3.98 -1.314
N -1.38 -0.05 1.75 1.300
N 0.33 1.27 0.08 1.400
N 2.68 -1.08 -1.01 0.185
C -0.30 1.85 -2.66 -1.108
C 2.77 1.94 1.32 -1.529
C -1.86 -0.59 4.05 1.446
C 4.07 -0.36 -2.81 -0.769
C -0.63 1.91 0.60 0.374
C -3.57 -2.22 4.58 -0.866
C -3.98 -2.40 -4.76 -0.792
C 3.28 3.08 -2.27 -1.074
C -1.61 1.17 1.49 0.483
C 4.98 -0.54 -0.62 -0.968
C 2.53 2.24 -0.13 1.186
C -2.78 1.95 2.03 -1.830
C -2.16 -0.76 2.70 -1.183
C 3.72 -0.96 -0.20 -0.035
C 1.04 2.19 -2.06 1.642
C 2.05 2.77 -2.83 -0.966
C 1.76 -1.07 -3.27 -1.089
C -0.85 3.39 0.44 -1.921
C 2.85 -0.81 -2.32 1.196
C -3.85 -2.36 3.23 -1.190
C -1.40 -1.97 -3.75 0.287
C -3.15 -1.65 2.27 1.296
C -0.78 0.36 4.49 -1.146
C 5.14 -0.22 -1.95 -0.468
C 3.51 2.82 -0.93 -0.788
C -3.43 -1.84 0.81 -0.971
C 1.30 1.93 -0.71 -1.098
C -2.58 -1.34 4.98 -1.056
H -0.36 2.21 -3.69 0.423
H -1.82 3.58 -0.03 0.398
H -2.33 -1.23 6.03 0.380
H -4.11 -2.80 5.32 0.406
H 0.13 0.17 3.93 0.088
H -4.25 -1.34 -4.74 0.250
H 2.46 0.92 1.57 0.163
H -2.58 -2.30 0.31 0.036
H 6.10 0.13 -2.33 0.412
H -0.86 3.87 1.42 0.448
H 1.86 2.97 -3.88 0.403
H -4.22 -2.84 -3.80 0.252
H -0.48 0.77 -2.67 0.038
H 5.79 -0.47 0.09 0.440
H 3.83 2.05 1.57 0.429
H -3.62 -0.89 0.30 0.234
H 4.05 3.52 -2.88 0.417
H -0.58 0.24 5.55 0.448
H -2.46 2.77 2.67 0.378
H 3.54 -1.22 0.84 0.374
H -0.07 3.83 -0.17 0.442
H -4.54 -2.91 -5.55 0.327
H 4.16 -0.14 -3.87 0.407
H -3.43 1.29 2.60 0.437
H 2.20 2.61 1.97 0.354
H -3.35 2.38 1.21 0.413
H -4.29 -2.48 0.66 0.376
H 1.94 -0.80 -4.31 0.272
H -1.12 2.29 -2.09 0.130
H 4.48 3.05 -0.49 0.378
H -4.61 -3.06 2.91 0.391
H -1.07 1.40 4.32 0.214
```

=====

# C17H29N2O3

A gas-phase ion, C17H29N2O3 (charge +1) (ωB97M-V/def2-TZVPD, OMol25).

The charge is +1. As for the LUMO energy: -2.08 eV. The calculated total energy comes out at -1000.1641 Ha. The largest force on an atom is 0.81 eV Å⁻¹. Its energy above the lowest of the compared OMol25 structures with the same formula, charge and spin is 0.311 eV. The calculation puts the frontier orbital gap at 9.070 eV. The SMILES is Cc1ccc(OC[C@H](O)CN2CC[NH+](CCO)CC2)c(C)c1.

The geometry in XYZ format:
```
51
Properties=species:S:1:pos:R:3:nbo_charge:R:1
O -0.07 -1.24 -1.30 -0.758
O 2.45 -0.91 -0.97 -0.543
O -4.02 -1.59 -2.79 -0.721
N -2.40 -0.16 -0.60 -0.417
N -1.16 -1.23 1.42 -0.460
C 2.70 0.09 -0.03 0.333
C 3.26 -0.15 1.22 -0.297
C -1.98 0.86 0.38 -0.236
C 1.86 1.67 -1.80 -0.636
C 0.48 -2.12 -0.33 0.050
C -2.31 -2.01 1.03 -0.227
C 2.01 -2.18 -0.56 -0.086
C 3.17 2.21 1.73 -0.017
C -3.06 -0.58 -2.97 -0.087
C 3.48 0.90 2.09 -0.189
C 0.18 -1.67 1.12 -0.240
C -3.22 -1.20 0.07 -0.259
C 3.42 3.34 2.67 -0.629
C -3.03 0.42 -1.80 -0.240
C 2.64 2.43 0.46 -0.194
C -1.47 0.14 1.66 -0.225
C 2.40 1.40 -0.43 -0.081
H -2.82 1.51 0.61 0.221
H -4.87 -1.32 -3.15 0.487
H 2.23 -2.84 -1.40 0.215
H 3.53 -1.15 1.52 0.222
H 0.04 -3.11 -0.51 0.190
H -1.18 1.46 -0.07 0.221
H -4.02 -0.70 0.61 0.213
H 0.69 -0.68 -1.58 0.516
H -3.65 -1.85 -0.69 0.270
H -4.04 0.73 -1.54 0.222
H 0.84 -0.84 1.39 0.229
H 0.43 -2.52 1.77 0.203
H 2.52 -2.55 0.33 0.197
H -2.45 1.29 -2.10 0.227
H -0.59 0.66 2.05 0.235
H 3.27 3.04 3.70 0.223
H 0.78 1.48 -1.85 0.189
H -1.98 -2.93 0.55 0.214
H -3.22 -0.03 -3.90 0.199
H 2.41 3.44 0.16 0.213
H 2.02 2.71 -2.07 0.235
H -2.09 -1.09 -3.04 0.200
H 4.45 3.68 2.57 0.232
H -1.50 -0.65 -0.90 0.496
H -2.90 -2.29 1.91 0.211
H 2.77 4.19 2.45 0.219
H 3.91 0.70 3.05 0.221
H -2.25 0.19 2.43 0.202
H 2.35 1.05 -2.54 0.237
```

=====

# C30H41F15GeN8O4RbTe

A molecular structure, C30H41F15GeN8O4RbTe in a non-equilibrium geometry (ωB97M-V/def2-TZVPD, OMol25).

The charge is -2. As for the LUMO energy (spin up / spin down): 3.48 / 2.46 eV. The calculated total energy comes out at -5773.8229 Ha. The largest force on an atom is 1.04 eV Å⁻¹. As for the spin multiplicity: 2. Its energy above the lowest of the compared OMol25 structures with the same formula, charge and spin is 0.332 eV. The calculation puts the frontier orbital gap (spin up / spin down) at 5.414 / 4.385 eV.

The geometry in XYZ format:
```
101
Properties=species:S:1:pos:R:3:mulliken_spin:R:1
Te -4.46 1.84 -0.35 0.000
Rb -0.93 0.47 -0.19 -0.009
Ge 1.91 3.47 -0.81 0.000
F -0.35 -6.51 -1.54 -0.005
F -0.02 -5.19 0.75 0.012
F -3.77 -4.87 4.69 0.000
F 0.31 -5.38 -3.90 0.011
F -2.80 -2.44 4.72 0.000
F -6.07 1.96 0.60 0.000
F -3.95 -6.37 2.40 0.000
F 1.55 -1.43 -1.73 0.007
F -3.00 -5.27 0.06 0.000
F -1.97 -2.82 0.00 0.000
F -4.54 3.72 -0.28 0.000
F -4.77 -0.02 -0.22 0.000
F 1.27 -2.86 -4.00 -0.003
F -3.68 1.80 1.36 0.000
F -5.59 1.87 -1.86 0.000
O 1.02 3.18 0.82 0.000
O -2.93 1.71 -1.24 0.000
O 0.44 2.91 -1.82 0.000
O 2.63 1.72 -0.77 -0.001
N -2.30 -2.37 -4.11 0.000
N 1.21 -2.52 0.70 0.582
N -1.88 -3.10 -5.22 0.001
N -3.57 -2.16 -3.84 0.000
N -1.75 -1.24 2.16 0.009
N -1.46 -1.79 -3.30 0.001
N 1.06 -0.91 3.20 0.003
N -2.19 -1.16 -2.42 -0.002
C 0.75 5.57 1.27 0.000
C 1.48 3.59 -3.94 0.000
C -2.45 -3.27 1.18 0.007
C 1.87 0.20 3.66 -0.002
C 1.11 -3.06 2.03 -0.070
C -2.32 -2.42 2.33 -0.005
C 0.21 4.15 1.46 0.000
C 4.97 1.76 -1.36 0.000
C 0.15 -5.27 -1.55 -0.063
C -3.33 -4.35 3.53 0.000
C 0.22 3.82 2.95 0.000
C -3.42 -5.12 2.38 0.004
C 0.47 2.69 -3.22 0.000
C -0.15 -1.08 4.00 0.002
C 0.89 -3.26 -0.36 0.048
C 4.24 2.24 0.99 0.000
C -3.47 -1.40 -2.75 0.000
C -2.96 -4.54 1.20 -0.006
C 0.34 -4.57 -0.38 0.161
C -1.21 4.06 0.92 0.000
C -1.36 -0.47 3.32 0.000
C 0.49 -4.69 -2.77 0.200
C -2.80 -3.08 3.51 0.005
C 3.92 1.44 -0.29 0.000
C 1.15 -2.69 -1.65 0.083
C 1.81 -2.13 3.02 0.018
C 0.84 1.23 -3.49 0.002
C 0.99 -3.40 -2.81 -0.062
C -0.93 2.98 -3.74 0.000
C 3.96 -0.05 0.03 -0.002
H 0.01 -0.68 5.02 0.000
H -1.01 2.75 -4.81 0.000
H -2.16 -0.31 4.04 0.001
H 2.71 0.35 2.98 0.001
H -1.99 -4.09 -4.99 0.000
H 4.75 1.19 -2.26 0.000
H 0.69 5.88 0.22 0.000
H 1.27 1.11 3.66 0.000
H -0.18 2.81 3.10 0.000
H 3.16 -0.30 0.73 0.003
H 1.80 5.63 1.57 0.000
H 0.06 -3.19 2.30 0.041
H -0.89 -2.91 -5.31 0.001
H 5.18 1.90 1.44 0.000
H -0.41 4.52 3.51 0.000
H 1.29 4.64 -3.70 0.000
H -1.21 4.15 -0.17 0.000
H 1.95 -2.68 3.98 0.003
H 4.93 2.82 -1.61 0.000
H 3.42 2.14 1.69 0.000
H 0.17 6.28 1.87 0.000
H -1.17 4.03 -3.59 0.000
H 3.76 -0.62 -0.88 -0.002
H 4.34 3.30 0.75 0.000
H 2.26 0.04 4.68 0.000
H -1.87 4.82 1.35 0.000
H 1.58 -4.05 2.08 0.028
H 1.80 1.00 -3.01 0.000
H 2.80 -1.90 2.63 0.002
H 0.09 0.56 -3.05 -0.002
H -4.31 -1.02 -2.20 0.000
H 1.24 3.86 3.34 0.000
H -1.63 3.08 1.17 0.000
H -0.34 -2.15 4.13 0.000
H 0.90 1.02 -4.56 0.000
H -1.07 0.53 2.97 -0.001
H 2.51 3.36 -3.63 0.000
H -1.67 2.39 -3.19 0.000
H 5.98 1.51 -1.02 0.000
H 4.92 -0.36 0.44 -0.001
H 1.40 3.45 -5.02 0.000
```

=====

# C7H5F3O2

C7H5F3O2 in the gas phase in a non-equilibrium geometry (ωB97M-V/def2-TZVPD, OMol25).

The charge is 0. As for the LUMO energy: 0.77 eV. The calculated total energy comes out at -719.6891 Ha. The largest force on an atom is 5.90 eV Å⁻¹. Its energy above the lowest of the compared OMol25 structures with the same formula, charge and spin is 2.920 eV. The calculation puts the frontier orbital gap at 10.935 eV. The SMILES is FC(F)(F)[C@@]12C=C[C@H]3O[C@H]3[C@@H]1O2.

The geometry in XYZ format:
```
17
Properties=species:S:1:pos:R:3:nbo_charge:R:1
F 4.16 0.03 -0.90 -0.316
F 3.34 -1.16 0.65 -0.314
F 3.82 0.94 1.02 -0.313
O 1.44 1.81 -0.39 -0.459
O -0.83 -0.53 1.31 -0.466
C 3.39 0.05 0.16 0.969
C -0.51 0.82 0.91 0.028
C 1.72 0.49 -0.32 0.151
C -0.18 -0.87 -1.06 -0.168
C 1.09 -0.52 -1.30 -0.177
C -1.03 -0.24 -0.02 0.037
C 0.99 1.03 0.79 0.003
H -1.17 1.48 1.36 0.208
H 1.66 -0.94 -1.98 0.205
H -2.06 -0.26 -0.27 0.189
H 1.65 1.35 1.61 0.220
H -0.66 -1.53 -1.67 0.204
```